(1)
{"formula": "C57H125BrN11O4", "method": "ωB97M-V/def2-TZVPD", "elements": ["H", "H", "C", "H", "H", "H", "C", "C", "Br", "H", "H", "H", "C", "C", "C", "H", "H", "H", "C", "H", "H", "H", "H", "H", "C", "N", "C", "H", "H", "C", "H", "C", "H", "H", "C", "H", "H", "H", "H", "H", "H", "H", "H", "H", "H", "H", "C", "C", "C", "C", "C", "C", "C", "H", "H", "C", "H", "C", "H", "H", "H", "H", "C", "H", "H", "N", "C", "C", "H", "H", "H", "C", "H", "H", "H", "N", "H", "H", "H", "C", "H", "H", "H", "H", "H", "H", "H", "C", "C", "H", "H", "H", "H", "C", "H", "H", "H", "H", "N", "C", "C", "H", "H", "C", "H", "H", "C", "C", "H", "H", "N", "N", "H", "H", "H", "O", "C", "H", "C", "H", "H", "C", "H", "C", "O", "H", "H", "H", "H", "N", "H", "H", "H", "O", "C", "H", "C", "H", "H", "H", "C", "H", "H", "H", "H", "H", "C", "H", "H", "H", "C", "C", "H", "H", "H", "H", "H", "H", "N", "H", "C", "N", "N", "H", "C", "H", "H", "H", "C", "C", "H", "H", "C", "H", "C", "N", "H", "H", "C", "H", "H", "O", "H", "H", "H", "H", "H", "H", "C", "C", "C", "H", "C", "H", "H", "C", "H", "C"], "xyz": [[-0.4403, -9.3982, 1.7605], [1.1393, 1.5975, 1.5258], [-0.9492, 1.0658, 1.7154], [9.3576, -0.0558, -1.3067], [-4.0842, 6.3404, 8.1599], [5.5223, -4.4585, -10.3943], [6.8129, 8.7714, 2.6694], [-1.1488, 5.8146, 8.5769], [1.3299, -1.5957, -1.8638], [-6.0987, 0.3937, -1.9840], [1.7990, -3.6070, -4.2524], [6.2954, 8.6137, 3.6093], [-1.7651, -2.9810, -6.5899], [5.2617, -3.5149, -9.8860], [-6.7384, -1.6498, 0.3965], [1.9320, -6.6795, 0.3951], [-0.6072, 0.2868, -6.5652], [-3.0695, 8.6526, 6.3000], [-1.6708, 6.0754, 9.9862], [7.3236, 9.7274, 2.7148], [6.0791, 1.4554, -0.7656], [-8.4880, -3.3358, 2.8823], [-0.0667, -9.8427, -1.8102], [1.6619, 7.7425, 0.8884], [0.7851, -3.6391, 1.7642], [-0.2566, -1.2408, 2.0098], [4.2352, -2.9111, -7.6743], [-4.3952, 5.3230, 3.1648], [-3.8233, -10.4605, -0.3742], [-8.2666, -2.5071, 2.2160], [-7.8911, -1.7252, 2.9138], [-0.0611, -2.1743, -5.4346], [-4.3481, 8.5023, 5.0741], [1.2026, 3.9725, -1.2219], [-9.8289, 1.2642, -2.3118], [-5.2884, -9.1034, 2.4181], [0.0292, -1.9331, 4.0012], [-7.5230, -3.6243, 0.5257], [-8.9967, 2.6320, -0.7742], [7.7135, 2.1673, -1.3643], [4.5627, 7.7227, 0.5245], [-1.6796, -11.6196, -1.0997], [5.4089, -5.6115, -3.0708], [6.4045, -5.3352, -7.8623], [-0.9798, -11.8181, 0.4456], [1.5442, 5.0733, -2.5761], [-6.8580, 0.8762, -1.3142], [-2.4790, -8.6038, 1.8854], [4.9740, -5.0284, -3.8730], [5.9329, -4.8580, -5.0595], [-9.6452, 1.7677, -0.8628], [-0.2308, -2.6279, 1.2611], [-1.0893, -3.9955, -5.9982], [-3.3933, 5.0933, 7.2218], [7.4032, -1.3038, -1.0275], [-7.6769, -1.4226, -0.9035], [-6.3417, -3.1131, 1.7989], [-4.9800, -8.6647, 1.5000], [3.5190, 5.2304, 0.5335], [-2.7331, 5.8605, 10.0422], [10.1391, -0.2477, -4.5866], [-2.4846, -7.8855, 2.6883], [2.6184, 7.1987, 1.0243], [5.2523, 0.1055, -1.5721], [2.9105, 4.3697, -1.7991], [-1.9375, -10.0799, 0.3368], [2.5564, 5.7683, 0.4922], [-1.1349, -0.3318, 1.1692], [-5.0174, -7.6076, 1.6948], [6.8061, -4.2633, -4.8129], [1.3942, -6.4679, 2.0952], [-8.9525, 0.5749, -0.1133], [3.7029, -2.2106, -8.2626], [1.8703, 5.2603, 1.1379], [-8.3264, 0.8267, 0.7502], [8.6142, 0.4174, -0.7810], [6.3106, -5.8557, -5.3402], [4.7258, -1.4278, 1.6001], [5.9443, -2.7009, -9.9560], [-1.9350, 6.6904, 7.5591], [9.4884, 3.0059, -2.7511], [-1.1028, 1.8028, 0.9121], [0.6522, -1.5056, -4.8966], [3.9817, -0.8696, 0.0430], [-4.3589, 7.0195, 2.8860], [1.4791, -4.2407, -0.1084], [-9.1880, -2.1830, 1.7194], [-7.1747, -2.8439, 1.1662], [1.0324, -0.4775, 1.9273], [4.1410, -5.6437, -4.1290], [-0.5108, -5.5248, -3.6229], [-4.7751, 8.5191, 6.8643], [-1.4647, 6.6466, 6.5450], [7.3626, -0.2393, -1.3068], [0.8003, 1.2574, 3.2095], [-1.3909, 7.0520, 10.3919], [-3.0590, 5.2608, 4.8988], [11.3453, 0.5328, -3.5572], [-8.0267, -0.0028, -1.1669], [-3.3855, 6.1920, 7.3339], [0.1756, -10.5034, -0.9414], [4.4223, -3.0652, -10.3571], [4.8438, 10.5090, 2.4668], [0.3160, -4.8939, -3.3510], [-9.5936, -0.2291, 0.2377], [-0.8031, -0.4500, 3.9209], [5.7101, -4.5434, -7.5504], [9.6515, 2.0017, -2.3554], [10.4414, 1.4915, -4.7830], [-8.1009, 0.1686, -3.2574], [-4.0496, 6.7410, 6.0494], [5.3466, -4.2967, -6.2914], [-5.4655, 5.1354, 6.0996], [-0.0162, -5.0113, 0.3657], [-7.1996, 1.7284, -1.9023], [5.8473, 8.8065, 1.6362], [0.9634, -4.7533, 0.6866], [7.4700, -0.0642, -2.3781], [-4.5274, 6.2966, 3.7023], [-10.8505, 0.9426, -2.3956], [-2.6043, -3.0339, -7.2674], [-3.4235, 6.2763, 4.7572], [1.4598, -0.5333, 0.9349], [-0.7240, -1.4089, 3.4050], [1.9049, 5.8525, -0.7718], [2.8030, -5.6767, 1.4002], [-5.6022, -8.9110, 0.6660], [-5.7420, -1.7355, -0.0623], [-1.3201, 5.3313, 10.7518], [5.0372, -3.7757, -8.4143], [-1.2196, -5.0707, -6.1532], [1.0997, -5.4911, -2.8340], [-0.0154, -4.1483, -2.6254], [5.7093, 0.0283, 0.5758], [-8.8410, 0.0860, -2.4650], [-2.3826, -0.0985, -6.2614], [-1.0622, -11.1199, -0.3691], [-1.6242, -0.5983, -7.7094], [-0.7152, -0.4284, 0.1371], [8.7540, 0.3162, 0.2042], [-1.4062, -0.4373, -6.6600], [-2.5778, 6.8954, 4.5439], [-9.6641, 2.0505, -3.0588], [-1.6381, 1.2603, 2.5405], [-9.3580, -0.8505, -2.5802], [-10.6170, 2.0544, -0.4190], [-3.2196, -9.9091, 0.3337], [-6.5997, 5.7759, 4.1381], [0.4572, -4.0075, 2.7437], [5.4054, -1.9846, 0.0931], [1.7866, -5.9733, 1.2127], [4.6378, 9.4645, 2.1309], [10.7112, 2.1138, -2.0586], [-6.1100, 6.7060, 6.6612], [-0.1117, 6.1190, 8.4570], [-6.5400, 1.2695, -0.3569], [9.1590, 2.3595, -0.3338], [2.7079, 9.8171, 1.2790], [-3.5702, -8.9616, 1.2029], [3.4092, 8.0109, -0.6682], [10.4332, 0.6340, -4.0920], [3.6170, 8.0765, 0.3281], [-1.1503, -1.8288, -6.1848], [4.1006, -2.6786, -5.5258], [1.9100, 4.7267, -1.5994], [-1.2637, -2.9205, 1.4359], [4.3437, 8.9101, 3.0136], [-1.2261, 4.7132, 8.3761], [4.4399, -3.2410, -6.3771], [3.6565, 9.4520, 0.9558], [-1.7139, -1.9052, 3.4625], [-2.1584, -0.7629, 1.2250], [0.5644, 0.9451, 2.1872], [-6.7140, -0.8326, 1.0796], [-5.7945, 6.4184, 4.4593], [0.0040, -3.5028, -5.3312], [0.7406, -9.9678, -0.1701], [1.4610, -5.0362, -5.1832], [-4.0562, 8.2172, 6.0752], [4.6874, -4.0590, -3.4612], [3.9898, 10.1624, 0.2255], [9.4171, 0.8830, -3.1585], [1.7729, -3.2482, 1.9563], [-1.8036, 7.7618, 7.7518], [-8.6091, -1.9317, -0.6894], [-7.2012, -1.9137, -1.7493], [7.5139, 7.9194, 2.5036], [1.6882, -0.8513, 2.7017], [-1.4186, -9.2707, 1.3576], [4.9075, -1.1263, 0.5811], [6.0108, 0.3562, -0.7995], [-6.1530, 7.4582, 4.3099], [-5.4632, 6.2024, 5.9698], [2.8768, 7.2537, 2.1278], [-0.1302, -2.3540, 0.2077], [1.0072, -4.3126, -4.5526], [0.8172, -11.2916, -1.2989], [8.7216, 1.8277, -1.1631]], "molar_mass_g_mol": 1108.6, "gap_ha": 0.3078, "e_above_lowest_ev": 0.000, "total_charge": 7, "total_energy_ha": -5721.4552}

(2)
{"formula": "C57H131N5O17", "method": "ωB97M-V/def2-TZVPD", "elements": ["H", "H", "H", "H", "C", "H", "H", "O", "H", "C", "H", "H", "C", "H", "H", "H", "H", "H", "H", "H", "N", "H", "H", "H", "H", "H", "H", "H", "H", "H", "C", "H", "H", "C", "H", "H", "H", "H", "H", "C", "H", "H", "H", "H", "H", "C", "C", "H", "O", "H", "H", "O", "O", "C", "C", "H", "C", "H", "H", "H", "C", "C", "C", "C", "H", "H", "H", "H", "H", "N", "H", "H", "O", "H", "H", "H", "H", "N", "H", "O", "C", "H", "O", "H", "C", "O", "H", "C", "H", "H", "H", "H", "C", "O", "H", "H", "H", "H", "H", "H", "C", "H", "O", "H", "H", "O", "O", "H", "H", "O", "H", "C", "C", "H", "O", "C", "H", "H", "C", "H", "O", "H", "H", "H", "H", "H", "H", "H", "H", "H", "H", "C", "C", "C", "H", "H", "H", "H", "H", "H", "H", "C", "H", "O", "H", "H", "H", "H", "C", "C", "C", "C", "H", "H", "C", "C", "C", "H", "C", "N", "H", "C", "H", "C", "C", "H", "C", "H", "C", "C", "C", "C", "O", "H", "H", "H", "C", "N", "H", "H", "C", "H", "C", "C", "H", "H", "C", "H", "H", "H", "C", "C", "H", "C", "C", "H", "H", "H", "H", "H", "C", "H", "H", "C", "H", "C", "H", "C", "H", "H"], "xyz": [[13.7359, 8.5463, 13.4974], [15.2987, 23.8981, 21.5477], [18.4187, 19.1458, 18.5289], [15.6261, 18.5434, 17.5778], [13.9051, 9.5947, 13.5244], [14.4253, 19.2910, 21.9028], [11.5204, 21.1724, 18.9405], [16.0990, 19.0826, 9.3798], [11.6107, 22.7781, 20.7304], [11.7753, 10.6978, 19.6759], [13.5410, 19.9687, 12.5999], [16.1078, 9.3324, 13.3368], [22.2232, 18.1250, 19.3434], [15.7074, 11.8625, 18.2550], [14.7457, 17.9374, 20.8223], [11.1889, 23.3257, 18.1007], [21.5362, 17.9974, 17.2799], [10.3560, 17.9561, 23.0707], [18.4477, 12.3626, 19.2352], [16.8593, 18.5151, 11.2776], [14.1669, 16.6281, 15.1164], [17.4989, 18.6130, 15.8304], [16.3282, 20.9526, 18.7764], [13.9524, 15.8357, 20.3164], [20.4970, 20.5188, 18.5498], [13.2417, 17.7664, 18.2993], [18.6285, 16.3304, 21.0113], [18.4399, 22.4102, 16.3550], [9.8347, 16.5262, 22.2896], [12.5640, 24.3099, 20.4929], [15.4746, 18.2460, 16.5291], [14.5162, 21.5433, 14.1366], [12.7243, 13.4619, 16.1227], [19.6813, 17.9900, 19.8838], [16.1323, 16.9817, 24.1905], [12.4546, 24.6237, 18.1035], [15.5497, 11.0100, 13.5773], [15.7103, 15.7347, 21.8047], [13.5248, 11.8405, 17.9097], [16.4743, 17.3549, 14.4713], [22.9307, 16.3163, 18.5693], [14.5662, 16.9328, 12.5846], [22.6887, 19.3717, 17.6342], [12.6472, 23.1738, 17.0986], [16.7385, 15.1405, 15.7262], [15.4068, 16.1877, 14.3886], [13.1537, 19.9413, 13.5923], [14.5378, 15.0823, 12.6356], [14.8805, 22.6308, 17.6017], [17.0483, 13.8348, 18.2259], [16.5186, 24.4458, 19.6602], [18.3698, 13.2201, 19.7153], [16.9206, 22.7571, 13.4208], [19.3544, 19.0659, 21.0047], [19.4163, 18.6605, 18.4866], [9.8034, 9.1419, 17.3210], [14.8838, 18.2911, 21.8636], [15.3616, 18.5066, 24.4887], [11.3737, 14.7860, 17.9909], [11.0111, 17.4337, 20.4661], [23.3855, 17.1991, 18.9903], [11.2339, 10.5273, 18.2037], [21.7999, 18.8185, 17.9922], [17.0285, 22.8714, 14.8113], [9.5746, 18.0907, 13.2453], [22.1454, 20.1581, 20.1677], [19.2904, 17.7539, 17.8762], [14.9758, 19.0877, 16.0647], [10.5360, 13.9412, 19.1372], [13.0353, 17.2457, 23.2456], [9.0316, 13.7299, 16.9726], [17.1131, 14.8099, 19.6885], [13.2646, 21.1460, 15.6725], [13.3433, 21.4417, 21.5552], [13.2467, 10.0645, 14.2132], [16.7977, 20.6859, 12.1621], [13.1352, 10.8789, 12.2398], [21.0466, 17.4170, 19.7965], [15.9066, 12.8226, 20.8889], [16.0050, 11.7027, 19.1395], [15.4607, 22.5773, 19.9008], [12.9375, 20.7149, 19.8351], [21.4067, 16.5599, 20.9016], [8.6876, 11.3006, 18.7126], [11.9068, 17.7987, 20.9974], [13.1910, 15.5114, 15.1611], [19.9777, 19.9674, 20.6709], [13.5520, 22.5297, 21.6488], [11.9096, 14.7843, 22.3518], [18.2730, 19.3035, 21.0582], [15.9549, 18.4600, 22.0537], [13.3265, 19.1654, 23.2432], [20.4887, 19.6125, 17.9890], [15.3190, 21.4775, 11.0333], [14.8295, 21.1926, 10.2182], [14.4330, 14.9676, 17.2108], [13.8773, 11.3750, 16.1077], [12.3590, 21.4574, 15.7889], [12.7549, 17.0465, 12.5605], [17.1313, 17.0212, 16.4976], [14.7566, 15.8455, 22.3407], [16.2810, 22.2282, 15.2776], [15.6701, 9.9107, 15.2155], [18.4125, 20.8655, 13.9442], [11.0143, 15.5006, 12.5952], [13.6978, 10.0984, 12.2214], [18.3231, 20.9176, 14.9155], [24.0834, 17.5582, 18.1801], [10.3171, 14.5653, 16.0819], [12.6757, 18.5805, 23.6312], [19.7229, 18.6930, 21.9533], [14.3980, 17.1214, 16.5480], [12.6121, 23.1931, 20.5409], [16.5257, 20.9344, 20.5507], [11.7936, 19.6582, 13.5668], [13.1728, 17.7466, 17.2307], [12.9975, 18.7442, 16.7618], [15.6331, 22.2224, 21.9570], [17.1606, 13.8246, 19.3236], [11.2509, 17.9953, 14.6717], [12.0109, 17.3256, 12.0319], [12.2856, 17.1036, 17.0355], [23.8583, 19.3956, 20.0337], [21.4312, 17.0953, 21.6908], [10.2185, 16.4165, 11.4082], [9.8692, 12.9788, 15.5065], [12.7819, 17.7327, 20.3217], [13.0837, 9.4784, 17.6035], [15.3254, 14.2108, 15.3893], [17.1065, 23.1111, 18.6147], [13.0242, 22.1124, 13.8405], [13.7664, 15.3196, 21.2575], [12.5801, 21.2168, 18.9828], [22.7400, 19.2454, 20.2128], [11.7107, 15.3254, 20.7663], [11.9207, 9.7562, 16.3849], [16.5078, 14.2425, 14.2314], [23.9422, 16.8781, 19.9472], [22.7484, 18.9714, 21.3085], [15.9964, 22.9326, 13.1158], [11.0427, 8.4373, 18.3202], [10.3656, 9.2818, 18.2493], [12.9087, 20.7356, 18.0814], [9.4301, 11.9084, 18.7815], [14.4373, 21.7736, 17.4819], [17.0459, 23.9229, 15.1397], [14.6247, 16.1015, 18.5443], [9.6418, 9.2683, 19.0744], [12.2674, 23.5072, 18.0491], [15.1734, 17.4893, 24.3164], [10.0649, 17.1139, 13.4402], [14.4299, 17.2026, 22.9585], [15.9400, 15.8764, 17.5225], [13.3077, 22.8316, 22.6773], [13.1503, 11.5135, 16.9297], [15.8099, 21.1110, 19.7290], [12.1435, 12.5616, 16.3731], [15.1234, 13.4874, 19.3914], [10.8133, 16.5163, 12.3429], [10.3363, 11.5698, 17.7108], [15.7194, 18.2111, 9.1130], [16.7603, 17.8202, 15.8981], [9.2403, 16.4178, 13.6293], [15.4095, 9.9715, 13.8377], [16.7439, 23.3797, 19.6364], [11.6971, 18.8560, 21.3107], [16.0038, 12.9735, 19.7867], [15.1760, 18.9190, 11.3457], [13.4802, 21.2218, 14.2330], [16.0007, 14.9224, 14.9617], [16.1154, 19.1757, 10.8670], [13.0155, 22.7197, 19.1231], [10.8930, 17.0934, 14.6173], [15.3590, 9.0960, 15.6446], [17.6534, 17.1598, 19.7881], [12.6728, 11.3234, 19.7818], [15.1068, 15.9981, 12.8343], [14.4240, 23.0690, 18.9293], [12.3939, 16.0525, 15.1802], [10.7098, 16.4239, 23.8957], [9.9178, 13.5884, 16.4007], [13.8700, 14.2397, 21.0441], [10.9318, 12.8691, 17.2642], [15.0370, 22.8912, 21.3311], [18.9359, 16.0359, 19.2384], [17.3926, 16.9028, 14.0460], [12.3080, 15.5190, 21.6721], [11.0179, 11.0440, 20.3139], [16.0521, 15.9386, 12.2814], [14.9490, 20.4724, 19.8423], [10.6407, 16.9075, 22.9284], [12.3678, 10.2366, 17.2263], [12.1082, 9.7104, 19.9913], [11.3768, 13.7945, 18.4580], [16.4137, 20.6340, 11.1281], [11.7415, 12.1901, 15.4579], [14.8109, 15.0850, 23.1768], [20.2296, 19.8737, 16.9877], [12.3340, 13.5886, 18.9576], [14.6776, 17.0032, 25.1685], [18.3623, 22.2998, 15.2626], [13.7140, 19.1291, 14.0761], [19.1790, 22.7683, 14.7220], [12.0145, 16.9107, 22.2046], [17.2176, 20.9504, 10.4152], [14.8598, 15.9602, 17.4632], [17.5326, 23.0708, 20.2831], [18.6600, 16.8211, 19.9983], [16.1260, 18.1735, 13.8158], [11.6860, 19.0300, 12.8446]], "molar_mass_g_mol": 1158.7, "smiles": "CC1(C)CCCC(C)(C)N1O.CC1(C)CCCC(C)(C)N1O.CC1(C)CCCC(C)(C)N1O.CC1(C)CCCC(C)(C)N1O.CC1(C)CCCC(C)(C)N1O.OCCO.OCCO.OCCO.OCCO.OCCO.OCCO", "gap_ha": 0.3204, "e_above_lowest_ev": 0.210, "total_charge": 0, "total_energy_ha": -3802.8459}

> What is the formula in the second record?

C57H131N5O17